A 2-piece molecular cluster, C4H8O2 overall, computed with ωB97M-V/def2-TZVPD.

```
14
C4H8O2 | OMol25 | ωB97M-V/def2-TZVPD
C -1.919 -0.315 -0.356
C -1.059 0.413 -1.353
O -0.712 1.565 -1.233
C 1.606 1.038 0.966
C 1.655 -0.287 0.980
O 1.329 -1.043 -0.116
H -2.953 -0.336 -0.726
H -1.894 0.201 0.606
H -1.582 -1.350 -0.245
H 1.468 -1.973 0.091
H -0.771 -0.170 -2.252
H 1.855 1.596 1.861
H 1.301 1.582 0.078
H 1.951 -0.849 1.866
```

Total energy   -307.6406 a.u.
LUMO level   0.6682 eV
Kohn-Sham gap   9.72 eV
2S+1   1
SMILES   C=CO.CC=O
Relative energy (zero: lowest compared OMol25 entry of this formula, charge and spin)   1.9553 eV
Highest occupied orbital energy   -9.05 eV

For reference, the Löwdin charges in units of e are: C -0.0597; C -0.3305; O 0.0199; C 0.0133; C -0.2769; O -0.0265; H 0.0824; H 0.0825; H 0.0702; H 0.0975; H 0.1181; H 0.0543; H 0.0484; H 0.1071

One molecule with the formula C17H33NO2, computed with ωB97M-V/def2-TZVPD.

```
53
C17H33NO2 | OMol25 | ωB97M-V/def2-TZVPD
C -4.351 0.258 -7.009
H -3.720 -0.498 -6.538
H -5.384 -0.078 -7.048
H -3.972 0.454 -8.014
O -4.349 1.452 -6.239
C -3.172 2.085 -6.130
O -2.157 1.686 -6.636
C -3.313 3.352 -5.319
H -4.252 3.314 -4.767
C -2.122 3.548 -4.381
C -2.096 2.502 -3.269
C -0.927 2.720 -2.312
C -0.885 1.668 -1.206
C 0.273 1.900 -0.239
C 0.328 0.839 0.858
C 1.483 1.086 1.827
C 1.518 0.091 2.987
H 2.304 0.384 3.687
H 0.564 0.132 3.515
C 1.815 -1.340 2.533
N 2.318 -2.158 3.624
C 1.284 -2.498 4.585
C 1.894 -3.195 5.797
C 2.621 -4.461 5.362
C 3.649 -4.093 4.298
C 2.968 -3.364 3.144
H 3.717 -3.078 2.401
H 2.245 -4.045 2.655
H 4.400 -3.432 4.734
H 4.150 -4.986 3.920
H 3.109 -4.935 6.216
H 1.903 -5.173 4.946
H 2.603 -2.515 6.271
H 1.107 -3.431 6.516
H 0.793 -1.578 4.907
H 0.517 -3.154 4.129
H 0.918 -1.790 2.073
H 2.598 -1.301 1.771
H 2.428 1.040 1.282
H 1.388 2.095 2.236
H -0.614 0.844 1.412
H 0.438 -0.144 0.398
H 0.168 2.887 0.218
H 1.214 1.892 -0.794
H -0.787 0.677 -1.656
H -1.827 1.687 -0.653
H 0.008 2.688 -2.875
H -1.009 3.712 -1.862
H -2.017 1.508 -3.714
H -3.034 2.543 -2.709
H -1.203 3.477 -4.966
H -2.171 4.546 -3.942
H -3.362 4.182 -6.028
```

Total energy   -872.8103 a.u.
LUMO level   0.9564 eV
Kohn-Sham gap   9.43 eV
2S+1   1
SMILES   COC(=O)CCCCCCCCCCN1CCCCC1
Relative energy (zero: lowest compared OMol25 entry of this formula, charge and spin)   0.0640 eV
Highest occupied orbital energy   -8.47 eV

For reference, the Löwdin charges in units of e are: C -0.0521; H 0.0966; H 0.0913; H 0.0956; O -0.0421; C -0.5196; O 0.1135; C -0.0984; H 0.1204; C -0.2029; C -0.2169; C -0.2236; C -0.2275; C -0.2276; C -0.2266; C -0.2228; C -0.1980; H 0.1160; H 0.1029; C -0.2173; N -0.1830; C -0.2064; C -0.1881; C -0.2148; C -0.1904; C -0.2137; H 0.1168; H 0.1265; H 0.1138; H 0.1076; H 0.1059; H 0.1102; H 0.1146; H 0.1080; H 0.1109; H 0.1281; H 0.1235; H 0.1205; H 0.1128; H 0.1111; H 0.1186; H 0.1089; H 0.1154; H 0.1170; H 0.1166; H 0.1157; H 0.1187; H 0.1161; H 0.1180; H 0.1198; H 0.1170; H 0.1153; H 0.1282

CN2O2S2 as an isolated structure at a distorted geometry, computed with ωB97M-V/def2-TZVPD.

```
7
CN2O2S2 | OMol25 | ωB97M-V/def2-TZVPD
C -0.198 2.420 0.633
N -0.916 3.264 0.866
N 0.107 -1.788 -0.657
O 1.032 -1.338 -1.266
O -0.448 -2.888 -0.742
S 1.035 1.290 0.510
S -0.613 -0.959 0.656
```

Total energy   -1094.2741 a.u.
LUMO level (spin up / spin down)   -3.9166 / -3.9123 eV
Kohn-Sham gap (spin up / spin down)   6.78 / 6.79 eV
2S+1   1
Relative energy (zero: lowest compared OMol25 entry of this formula, charge and spin)   2.3102 eV
Highest occupied orbital energy (spin up / spin down)   -10.69 / -10.70 eV

For reference, the Löwdin charges in units of e are: C -0.8180; N 0.1020; N -0.8285; O 0.0125; O -0.0223; S 0.7089; S 0.8454

A 7-piece molecular cluster, C45H106FN2O2PS overall at a distorted geometry, computed with ωB97M-V/def2-TZVPD.

```
158
C45H106FN2O2PS | OMol25 | ωB97M-V/def2-TZVPD
C 6.569 -3.796 1.670
C 6.269 -3.447 0.072
C 6.626 -1.894 -0.335
C 5.351 -0.865 -0.307
C 4.574 -0.810 1.159
C 3.074 -0.094 0.975
C 2.000 -0.785 2.002
C 0.510 -1.057 1.376
C 0.490 -1.848 -0.059
N 0.113 -3.340 0.066
P 1.487 -4.117 0.892
N 1.423 -5.731 0.974
S -0.081 -3.866 -1.587
O 0.576 -5.224 -1.930
O -1.620 -4.042 -1.863
F 0.500 -2.732 -2.765
H 7.728 -3.807 1.900
H 6.151 -4.869 1.900
H 6.090 -3.025 2.412
H 7.000 -4.132 -0.557
H 5.176 -3.762 -0.238
H 7.533 -1.504 0.321
H 7.020 -1.921 -1.448
H 4.603 -1.128 -1.169
H 5.757 0.229 -0.496
H 5.244 -0.168 1.877
H 4.433 -1.909 1.540
H 2.733 -0.042 -0.144
H 3.244 1.035 1.317
H 2.488 -1.735 2.510
H 1.847 -0.005 2.894
H 0.033 0.018 1.175
H -0.119 -1.638 2.182
H -0.336 -1.343 -0.748
H 1.527 -1.796 -0.612
H 2.696 -3.612 0.264
H 1.457 -3.642 2.279
H 1.391 -5.988 1.992
C 5.029 -4.901 -6.556
C 4.154 -5.424 -5.428
C 3.047 -6.360 -5.919
C 2.029 -5.715 -6.869
C 1.309 -4.489 -6.302
C 0.467 -4.815 -5.078
H 4.454 -4.311 -7.275
H 5.816 -4.255 -6.157
H 5.507 -5.726 -7.094
H 3.734 -4.586 -4.867
H 4.789 -5.975 -4.723
H 2.524 -6.775 -5.048
H 3.503 -7.219 -6.428
H 1.288 -6.472 -7.149
H 2.531 -5.429 -7.801
H 0.649 -4.087 -7.079
H 2.023 -3.693 -6.060
H -0.293 -5.566 -5.315
H -0.045 -3.915 -4.721
H 1.080 -5.191 -4.254
C -5.835 -1.879 6.025
C -5.340 -2.942 5.059
C -3.813 -2.994 4.964
C -3.155 -1.713 4.431
C -3.638 -1.272 3.048
C -3.323 -2.289 1.961
H -5.534 -0.874 5.714
H -6.928 -1.892 6.077
H -5.447 -2.055 7.034
H -5.786 -2.782 4.074
H -5.701 -3.918 5.402
H -3.528 -3.844 4.332
H -3.399 -3.210 5.957
H -2.070 -1.868 4.403
H -3.322 -0.895 5.141
H -3.139 -0.329 2.793
H -4.713 -1.061 3.057
H -2.245 -2.470 1.894
H -3.666 -1.922 0.989
H -3.822 -3.245 2.145
C -12.643 -2.633 8.902
C -12.148 -3.696 7.935
C -10.621 -3.748 7.840
C -9.963 -2.468 7.308
C -10.446 -2.026 5.924
C -10.131 -3.044 4.838
H -12.342 -1.628 8.590
H -13.736 -2.646 8.953
H -12.255 -2.809 9.910
H -12.594 -3.537 6.951
H -12.509 -4.673 8.279
H -10.336 -4.598 7.208
H -10.207 -3.964 8.834
H -8.878 -2.622 7.279
H -10.130 -1.649 8.017
H -9.947 -1.084 5.669
H -11.521 -1.815 5.934
H -9.053 -3.224 4.771
H -10.474 -2.677 3.865
H -10.630 -3.999 5.022
C 2.824 6.067 -1.569
C 4.234 5.855 -2.097
C 4.477 4.426 -2.588
C 4.350 3.342 -1.509
C 5.275 3.525 -0.304
C 6.749 3.459 -0.676
H 2.614 5.429 -0.706
H 2.690 7.105 -1.250
H 2.080 5.852 -2.343
H 4.961 6.133 -1.330
H 4.397 6.544 -2.935
H 5.474 4.375 -3.045
H 3.768 4.199 -3.395
H 4.548 2.369 -1.972
H 3.314 3.300 -1.155
H 5.064 2.727 0.417
H 5.065 4.470 0.211
H 6.992 2.497 -1.138
H 7.370 3.573 0.218
H 7.026 4.256 -1.372
C 2.543 12.251 0.744
C 2.871 11.306 1.889
C 4.375 11.184 2.146
C 5.185 10.602 0.980
C 4.734 9.216 0.515
C 4.886 8.154 1.593
H 2.967 11.904 -0.202
H 1.459 12.323 0.611
H 2.927 13.256 0.944
H 2.428 10.326 1.698
H 2.392 11.685 2.800
H 4.531 10.572 3.044
H 4.779 12.176 2.390
H 6.239 10.558 1.278
H 5.143 11.290 0.128
H 5.347 8.924 -0.346
H 3.696 9.239 0.162
H 5.929 8.072 1.918
H 4.573 7.177 1.210
H 4.269 8.375 2.469
C -3.501 -0.207 -8.249
C -3.575 0.388 -6.852
C -2.253 1.014 -6.400
C -1.077 0.033 -6.293
C -1.314 -1.151 -5.352
C -1.528 -0.722 -3.908
H -2.767 -1.016 -8.307
H -4.471 -0.623 -8.536
H -3.228 0.557 -8.984
H -3.906 -0.375 -6.143
H -4.348 1.165 -6.846
H -2.409 1.508 -5.433
H -1.977 1.812 -7.101
H -0.193 0.588 -5.960
H -0.832 -0.352 -7.289
H -0.434 -1.804 -5.391
H -2.164 -1.756 -5.689
H -0.663 -0.167 -3.532
H -1.671 -1.601 -3.270
H -2.416 -0.092 -3.800
```

Total energy   -2877.2854 a.u.
LUMO level   -1.2660 eV
Kohn-Sham gap   8.19 eV
2S+1   1
SMILES   CCCCCCCCCN([PH2]=N)S(=O)(=O)F.CCCCCC.CCCCCC.CCCCCC.CCCCCC.CCCCCC.CCCCCC
Highest occupied orbital energy   -9.46 eV

Results of the Löwdin charge analysis, in e, for atoms 1 through 99: C -0.1501; C -0.2527; C -0.2262; C -0.2122; C -0.1917; C -0.2000; C -0.2302; C -0.1902; C -0.2863; N -0.3571; P 0.7243; N -0.3021; S 0.8260; O -0.3306; O -0.3304; F -0.2477; H 0.0816; H 0.0756; H 0.0597; H 0.1085; H 0.0939; H 0.1208; H 0.1094; H 0.1102; H 0.0995; H 0.1220; H 0.0734; H 0.1014; H 0.1114; H 0.0807; H 0.1251; H 0.1368; H 0.1026; H 0.1391; H 0.0997; H 0.0272; H 0.0398; H -0.0255; C -0.1189; C -0.2746; C -0.2247; C -0.2264; C -0.2668; C -0.1148; H 0.0651; H 0.0678; H 0.0753; H 0.0959; H 0.1046; H 0.1036; H 0.1087; H 0.1093; H 0.0984; H 0.1035; H 0.0999; H 0.0893; H 0.0374; H 0.0468; C -0.1069; C -0.2719; C -0.2264; C -0.2290; C -0.2699; C -0.1065; H 0.0687; H 0.0486; H 0.0799; H 0.0982; H 0.1069; H 0.1018; H 0.1098; H 0.1008; H 0.1002; H 0.1016; H 0.1013; H 0.0465; H 0.0766; H 0.0723; C -0.1173; C -0.2750; C -0.2272; C -0.2285; C -0.2720; C -0.1108; H 0.0655; H 0.0701; H 0.0760; H 0.0978; H 0.1052; H 0.1009; H 0.1097; H 0.0937; H 0.1015; H 0.1038; H 0.0998; H 0.0665; H 0.0719; H 0.0673; C -0.1113

A 2-piece molecular cluster, C4H9O2 overall at a distorted geometry, computed with ωB97M-V/def2-TZVPD.

```
15
C4H9O2 | OMol25 | ωB97M-V/def2-TZVPD
C -1.235 1.311 1.534
C -1.268 -0.156 2.230
O -0.689 -1.058 1.575
O -1.666 -0.177 3.359
H -1.897 2.147 1.979
H -1.570 1.343 0.542
H -0.172 1.488 1.530
C 1.563 -1.045 -1.224
C 0.491 -0.122 -1.947
H 1.616 -2.094 -1.629
H 2.553 -0.510 -1.347
H 1.279 -1.285 -0.042
H 0.579 0.916 -1.591
H -0.425 -0.573 -2.005
H 0.841 -0.185 -2.964
```

Total energy   -308.3009 a.u.
LUMO level   3.9140 eV
Kohn-Sham gap   7.75 eV
2S+1   1
Relative energy (zero: lowest compared OMol25 entry of this formula, charge and spin)   1.1983 eV
Highest occupied orbital energy   -3.84 eV
Charge   -1

For reference, the Löwdin charges in units of e are: C -0.0602; C -0.8267; O -0.1231; O -0.0556; H 0.0675; H -0.0020; H 0.0354; C -0.1859; C -0.1651; H 0.0454; H 0.0501; H 0.1024; H 0.0660; H 0.0188; H 0.0329

C11H19B3Br12ClIO3 as an isolated structure at a distorted geometry, computed with ωB97M-V/def2-TZVPD.

```
50
C11H19B3Br12ClIO3 | OMol25 | ωB97M-V/def2-TZVPD
C 2.390 1.415 0.626
C 1.626 0.032 0.439
C 2.626 -0.952 -0.264
C 0.344 0.339 -0.399
B -0.593 -0.921 -0.673
O -0.657 -2.099 0.125
B -1.959 -2.621 0.229
I -2.590 -3.778 1.994
O -2.970 -2.443 -0.763
B -2.747 -1.112 -1.253
C -3.809 0.082 -1.211
C -4.562 0.223 0.167
C -6.036 -0.308 0.035
Cl -4.739 2.023 0.531
O -1.451 -0.891 -1.822
H 1.729 2.275 0.380
H 2.743 1.558 1.671
H 3.256 1.485 -0.065
H 1.353 -0.403 1.427
H 2.535 -1.947 0.227
H 2.473 -1.073 -1.356
H 3.683 -0.631 -0.109
H 0.596 0.820 -1.376
H -0.291 1.097 0.133
H -4.589 -0.058 -1.992
H -3.233 1.024 -1.353
H -4.028 -0.246 1.018
H -6.607 -0.101 0.963
H -6.510 0.290 -0.772
H -6.026 -1.396 -0.164
C 3.642 4.420 -2.423
Br 3.011 5.814 -1.239
Br 5.435 3.849 -1.969
Br 2.415 2.926 -2.492
H 3.685 4.843 -3.419
C -6.832 -4.775 1.248
Br -6.287 -3.353 2.444
Br -8.311 -5.791 1.972
Br -7.218 -4.120 -0.532
H -5.992 -5.454 1.160
C 8.796 5.673 -1.214
Br 8.422 7.012 0.132
Br 8.792 6.428 -2.996
Br 10.438 4.720 -0.843
H 7.991 4.949 -1.174
C 1.947 -3.719 2.969
Br 1.334 -4.978 4.303
Br 3.205 -2.445 3.704
Br 2.665 -4.616 1.412
H 1.081 -3.156 2.639
```

Total energy   -32377.1039 a.u.
LUMO level   -0.3738 eV
Kohn-Sham gap   9.44 eV
2S+1   1
Highest occupied orbital energy   -9.82 eV

For reference, the Löwdin charges in units of e are: C -0.1125; C -0.3779; C -0.0704; C -0.0556; B -0.4626; O 0.1861; B -0.9405; I 0.8557; O 0.1658; B -0.4679; C -0.0825; C -0.6610; C -0.1521; Cl 0.5527; O 0.2438; H 0.0478; H 0.0783; H 0.0347; H 0.1218; H 0.0207; H 0.0902; H 0.0796; H 0.0938; H 0.1358; H 0.1240; H 0.1004; H 0.1016; H 0.0704; H 0.0806; H 0.0234; C -1.5968; Br 0.5769; Br 0.5903; Br 0.6247; H -0.0283; C -1.6067; Br 0.5238; Br 0.5701; Br 0.5849; H -0.0320; C -1.6418; Br 0.5614; Br 0.5515; Br 0.5634; H -0.1002; C -1.6227; Br 0.5591; Br 0.5659; Br 0.5816; H -0.0491